1.
A 3-piece molecular cluster, C2Br3ClS overall, computed with wB97M-V/def2-TZVPD.

Geometry (Å):
C: 0.73 0.33 -1.63
C: 1.51 0.23 -0.70
S: 0.04 -1.27 2.30
Cl: -1.48 -0.02 2.54
Br: -0.25 1.13 -2.90
Br: -3.33 0.09 0.04
Br: 2.78 -0.50 0.35

maximum force	1.72	eV/Å
LUMO energy (spin up / spin down)	-4.55 / -4.55	eV
orbital gap (spin up / spin down)	4.4 / 4.5	eV



2.
One molecule with the formula C2BrF5N2, computed with wB97M-V/def2-TZVPD.

Geometry (Å):
C: 0.02 0.31 0.24
C: 1.30 0.30 -0.52
N: -0.29 1.38 0.84
N: -0.93 -1.23 0.13
F: 2.00 1.37 -0.21
F: 2.21 -0.69 -0.37
F: -1.58 1.48 1.22
F: -0.42 -2.24 -0.59
F: -2.04 -0.87 -0.57
Br: 0.85 0.35 -2.38

maximum force	6.40	eV/Å
LUMO energy (spin up / spin down)	-0.04 / -3.82	eV
orbital gap (spin up / spin down)	7.5 / 7.3	eV
⟨S²⟩	2.01
multiplicity	3



3.
One molecule with the formula C2BrN3O, computed with wB97M-V/def2-TZVPD.

Geometry (Å):
C: 0.06 -0.72 -0.19
C: 0.54 0.58 0.43
N: -1.14 -0.49 -0.66
N: -0.47 1.48 0.00
N: -1.25 0.86 -0.77
O: 1.53 0.72 1.05
Br: 0.74 -2.42 0.13

maximum force	4.17	eV/Å
LUMO energy	-2.75	eV
orbital gap	8.0	eV
SMILES	O=C1N=NN=C1Br



4.
A 2-piece molecular cluster, C2BrN5 overall, computed with wB97M-V/def2-TZVPD.

Geometry (Å):
C: -0.82 0.32 1.83
C: 1.53 0.27 -1.44
N: -0.90 0.54 2.95
N: -0.55 -0.01 0.62
N: 0.66 0.51 -2.16
N: -1.16 -0.42 -0.31
N: -1.56 -0.95 -1.21
Br: 2.80 -0.26 -0.28

maximum force	3.72	eV/Å
LUMO energy	0.01	eV
orbital gap	10.6	eV



5.
An isolated ion of composition C2BrO3 and charge -1, computed with wB97M-V/def2-TZVPD.

Geometry (Å):
C: 0.75 0.02 0.18
C: -1.01 0.15 -0.06
O: 1.23 -0.13 -0.91
O: 1.06 0.09 1.34
O: -1.71 -0.41 -0.82
Br: -1.93 1.60 1.11

maximum force	1.21	eV/Å
LUMO energy	3.61	eV
orbital gap	8.2	eV
SMILES	O=C([O-])C(=O)Br
net charge	-1



6.
A 2-piece molecular cluster, C2Cl2N2O2 overall, computed with wB97M-V/def2-TZVPD.

Geometry (Å):
C: -0.66 1.24 0.85
C: -1.14 0.06 0.27
N: -0.35 2.22 1.33
N: 1.54 -0.64 -0.68
O: 2.35 0.22 -0.78
O: 1.40 -1.76 -1.00
Cl: -1.18 -1.44 1.25
Cl: -1.96 0.10 -1.24

maximum force	3.64	eV/Å
LUMO energy (spin up / spin down)	-1.92 / -1.57	eV
orbital gap (spin up / spin down)	8.5 / 7.9	eV



7.
A 2-piece molecular cluster, C2Cl2N2O2 overall, computed with wB97M-V/def2-TZVPD.

Geometry (Å):
C: -1.69 -0.33 -0.26
C: 1.47 -0.15 0.58
N: 1.18 -0.05 1.78
N: -0.94 -1.24 -0.16
O: -2.32 0.58 -0.03
O: 2.03 -0.29 -0.44
Cl: -0.16 0.53 2.47
Cl: -0.22 -2.42 -1.25

maximum force	4.83	eV/Å
LUMO energy	-0.71	eV
orbital gap	9.5	eV
SMILES	O=C=NCl.O=C=NCl



8.
One molecule with the formula C2Cl3NS2, computed with wB97M-V/def2-TZVPD.

Geometry (Å):
C: 1.39 -0.38 0.08
C: -1.33 0.04 -0.03
N: 0.48 -1.16 0.20
S: 1.14 1.48 -0.17
S: -0.70 1.52 0.66
Cl: 3.07 -0.65 0.05
Cl: -1.53 -0.12 -1.72
Cl: -2.51 -0.72 0.92

maximum force	2.47	eV/Å
LUMO energy	-1.21	eV
orbital gap	8.2	eV



9.
C2Cl4 as an isolated structure, computed with wB97M-V/def2-TZVPD.

Geometry (Å):
C: -0.62 -0.03 0.25
C: 0.70 -0.04 -0.14
Cl: -1.06 0.31 1.87
Cl: -1.86 -0.38 -0.63
Cl: 2.08 0.33 0.63
Cl: 0.81 -0.23 -1.91

maximum force	6.44	eV/Å
LUMO energy	0.56	eV
orbital gap	9.7	eV



10.
A 2-piece molecular cluster, C2Cl4O overall, computed with wB97M-V/def2-TZVPD.

Geometry (Å):
C: -1.76 -0.13 0.03
C: 2.04 -0.16 0.17
O: -0.98 -0.77 -0.52
Cl: -2.39 1.37 -0.46
Cl: -2.40 -0.63 1.60
Cl: 1.82 1.10 -0.99
Cl: 3.66 -0.79 0.17

maximum force	2.53	eV/Å
LUMO energy	-1.10	eV
orbital gap	8.6	eV



11.
A 2-piece molecular cluster, C2ClF3OS overall, computed with wB97M-V/def2-TZVPD.

Geometry (Å):
C: 0.44 0.81 1.90
C: -0.53 -0.88 -1.81
O: -0.33 -1.95 -1.41
F: -0.73 0.30 1.57
F: -0.90 -0.60 -3.03
F: -0.33 0.18 -1.09
S: 0.56 2.35 2.26
Cl: 1.82 -0.21 1.61

maximum force	4.37	eV/Å
LUMO energy (spin up / spin down)	0.58 / -3.36	eV
orbital gap (spin up / spin down)	7.7 / 7.4	eV
⟨S²⟩	2.01
multiplicity	3



12.
One molecule with the formula C2ClF4N, computed with wB97M-V/def2-TZVPD.

Geometry (Å):
C: -1.34 0.45 -0.08
C: 0.97 -0.29 0.27
N: -0.20 0.09 0.78
F: -2.30 1.13 0.53
F: 1.39 -1.48 0.73
F: 0.99 -0.38 -1.14
F: 1.95 0.58 0.53
Cl: -1.46 -0.09 -1.62

maximum force	9.32	eV/Å
LUMO energy (spin up / spin down)	-0.91 / -0.91	eV
orbital gap (spin up / spin down)	10.3 / 10.3	eV
SMILES	F/C(Cl)=N/C(F)(F)F